[1]
Density functional theory data (ωB97M-V with the def2-TZVPD basis set) for C2H7CrO2 as an isolated structure.

Each line ends with the Mulliken charge.
Element x y z (Å)
1 C -1.6449 6.6839 -1.5922  -0.74
2 H -2.2204 6.5323 -2.5256  0.32
3 H -2.1941 7.4764 -1.0531  0.27
4 H -0.7949 7.1402 -2.1226  0.34
5 O -0.1011 6.1096 -0.1037  -0.64
6 Cr 1.1498 6.6332 1.1624  -0.60
7 H -0.8945 5.3040 -0.1140  0.36
8 O -2.1423 5.1625 -0.8195  -0.45
9 C -3.1812 5.2645 0.1212  -0.66
10 H -3.4424 4.2502 0.4486  0.24
11 H -2.8593 5.8286 1.0152  0.30
12 H -4.0466 5.8089 -0.2948  0.26

Output
- Kohn-Sham gap (spin up / spin down): 5.313 / 3.975 eV
- Total charge: -1
- Spin multiplicity: 5



[2]
Density functional theory data (ωB97M-V with the def2-TZVPD basis set) for a 3-piece molecular cluster, C4H13NO2 overall.

Each line ends with the Mulliken charge.
Element x y z (Å)
1 C -1.6996 1.1258 2.5865  -1.32
2 C -1.3565 0.9031 1.1250  -0.20
3 C -0.6735 -0.4148 0.7814  0.62
4 C -0.7122 -1.4618 1.6078  -1.12
5 N -0.3383 -0.5324 -0.5515  -0.44
6 H -2.6755 0.7223 2.8590  0.30
7 H -0.9684 0.6812 3.2603  0.36
8 H -1.7112 2.1890 2.7869  0.35
9 H -2.2510 0.8647 0.5100  0.27
10 H -0.7382 1.7220 0.7544  0.30
11 H -1.0362 -1.4324 2.6407  0.24
12 H -0.3155 -2.4480 1.3570  0.26
13 H 0.0904 0.2644 -0.9946  0.19
14 H 0.0334 -1.4077 -0.8807  0.20
15 H 2.3794 1.6905 -3.2090  0.30
16 H 3.8476 1.2730 -2.8370  0.31
17 O 2.9267 0.9785 -2.8701  -0.62
18 H 1.3995 -1.7792 -3.6433  0.31
19 H 2.2073 -1.0947 -2.5837  0.34
20 O 1.5918 -1.8436 -2.6991  -0.64

Output
- Kohn-Sham gap: 8.047 eV
- SMILES string: C=C(N)CC.O.O
- Total charge: 0
- Energy relative to the best compared isomer or geometry (same formula, charge and spin): 15.2 kcal per mole



[3]
Density functional theory data (ωB97M-V with the def2-TZVPD basis set) for a 2-piece molecular cluster, C3H11NO2 overall.

Each line ends with the Mulliken charge.
Element x y z (Å)
1 C -1.6494 0.2292 1.9850  -0.74
2 N -0.4147 0.0185 1.2355  -0.03
3 C -0.2057 0.6582 -0.1047  -0.37
4 C -0.0187 2.2506 -0.1350  -0.51
5 O -1.1247 2.8497 -0.8619  -0.52
6 H -1.5195 1.2846 2.2923  0.33
7 H -2.6706 0.1873 1.5829  0.36
8 H -1.6475 -0.2232 2.9935  0.35
9 H -0.3323 -0.9961 0.9826  0.36
10 H -1.0365 0.4608 -0.6953  0.38
11 H 0.7305 0.0561 -0.3154  0.34
12 H 0.8942 2.5235 -0.7846  0.32
13 H 0.2152 2.7914 0.7282  0.38
14 H -0.7768 3.1947 -1.7506  0.35
15 H 2.8287 -5.7723 -2.3134  0.33
16 H 3.3343 -4.5239 -2.8503  0.32
17 O 3.3935 -4.9891 -1.9890  -0.65

Output
- Kohn-Sham gap (spin up / spin down): 10.166 / 4.878 eV
- Total charge: +1
- Spin multiplicity: 2
- Energy relative to the best compared isomer or geometry (same formula, charge and spin): 60.5 kcal per mole



[4]
Density functional theory data (ωB97M-V with the def2-TZVPD basis set) for a 2-piece molecular cluster, C4H2NOS2 overall.

Each line ends with the Mulliken charge.
Element x y z (Å)
1 C -0.4630 -0.5040 -0.5057  0.18
2 C 0.8333 1.0548 0.2815  -0.21
3 C 0.9822 0.1083 1.1744  0.60
4 C 0.4590 -1.3658 -0.3000  -0.16
5 N -1.7601 -0.0158 -0.5684  -0.61
6 O 0.7286 -0.2657 2.2958  -0.59
7 S 1.3788 2.2332 -0.7109  -0.41
8 S 1.6384 -2.4150 -0.7854  -0.44
9 H -1.7925 0.8381 -1.2520  0.30
10 H -2.0046 0.3319 0.3707  0.34

Output
- Kohn-Sham gap (spin up / spin down): 6.726 / 6.726 eV
- Total charge: -1
- Energy relative to the best compared isomer or geometry (same formula, charge and spin): 106.4 kcal per mole



[5]
Density functional theory data (ωB97M-V with the def2-TZVPD basis set) for a 2-piece molecular cluster, C4H11NO overall.

Each line ends with the Mulliken charge.
Element x y z (Å)
1 C -4.6320 -2.3207 -2.6399  0.03
2 C -3.4548 -2.4354 -2.0808  -0.70
3 N -5.8606 -2.1175 -1.9345  -0.58
4 H -4.7742 -2.4411 -3.7084  0.23
5 H -2.6122 -2.6189 -2.7336  0.24
6 H -3.3179 -2.5634 -1.0223  0.27
7 H -5.7935 -1.2255 -1.4554  0.24
8 H -6.6099 -2.0128 -2.6053  0.27
9 H 3.1871 1.7958 0.3364  0.29
10 C 4.2539 1.3104 1.9409  -0.20
11 O 3.9530 1.2664 0.5664  -0.52
12 C 4.2265 2.7000 2.5749  -1.03
13 H 5.2284 0.8503 2.0841  0.29
14 H 3.5122 0.7243 2.5012  0.24
15 H 4.5282 2.5715 3.5988  0.31
16 H 3.2325 3.1364 2.4822  0.33
17 H 4.9334 3.3800 2.0953  0.29

Output
- Kohn-Sham gap: 9.857 eV
- SMILES string: C=CN.CCO
- Total charge: 0
- Energy relative to the best compared isomer or geometry (same formula, charge and spin): 42.6 kcal per mole



[6]
Density functional theory data (ωB97M-V with the def2-TZVPD basis set) for one molecule with the formula C3H4ClFN2O.

Each line ends with the Mulliken charge.
Element x y z (Å)
1 C 1.1407 -1.3421 -0.8944  0.08
2 C -0.3289 -1.1393 -0.6804  -0.13
3 C -1.2113 1.8449 1.3175  0.14
4 H 1.5772 -2.2952 -0.9134  0.30
5 H -1.1186 -1.8458 -1.2883  0.26
6 H 0.7150 0.9111 0.7610  0.25
7 H -2.2935 1.3393 1.4694  0.29
8 N -0.8018 -0.2443 -0.0187  -0.33
9 N -0.3651 0.8978 0.5259  0.07
10 O -0.8044 3.0282 1.5306  -0.50
11 F 1.8228 -0.9563 0.3524  -0.31
12 Cl 1.6679 -0.1984 -2.1616  -0.12

Output
- Kohn-Sham gap: 10.252 eV
- SMILES string: O=CN/N=C\[C@H](F)Cl
- Total charge: 0
- Energy relative to the best compared isomer or geometry (same formula, charge and spin): 40.2 kcal per mole



[7]
Density functional theory data (ωB97M-V with the def2-TZVPD basis set) for a 2-piece molecular cluster, C11H11N overall.

Each line ends with the Mulliken charge.
Element x y z (Å)
1 C 0.8266 0.8849 -0.1196  -0.16
2 C 0.5750 1.9079 0.7821  -0.70
3 C 1.6671 2.1925 1.6656  -0.40
4 C 2.8656 1.4136 1.4013  -0.52
5 C 2.8914 0.4103 0.3890  -0.07
6 C -1.6959 0.1835 -0.2152  -0.14
7 C -1.5801 -0.1398 -1.5649  -0.33
8 C -1.5439 -1.4670 -2.1359  -0.65
9 C -1.3960 -2.5292 -1.1882  -0.43
10 C -1.4658 -2.1791 0.1908  -0.25
11 C -1.8654 -0.9145 0.5999  -0.53
12 H -0.0221 0.7256 -0.7394  0.68
13 H -0.3504 2.2597 0.8246  0.53
14 H 1.6343 2.9985 2.4253  0.36
15 H 3.6994 1.4886 2.0037  0.42
16 H 3.8942 -0.0627 -0.0667  0.28
17 H -2.1589 1.1080 0.2526  0.52
18 H -1.8642 0.7100 -2.2018  0.38
19 H -1.6118 -1.5043 -3.1900  0.42
20 H -1.0620 -3.5099 -1.2540  0.42
21 H -1.4588 -3.1244 0.8037  0.27
22 H -1.8826 -0.8738 1.6726  0.32
23 N 1.9044 0.0215 -0.3353  -0.45

Output
- Kohn-Sham gap: 9.420 eV
- SMILES string: c1ccccc1.c1ccncc1
- Total charge: 0
- Energy relative to the best compared isomer or geometry (same formula, charge and spin): 97.4 kcal per mole



[8]
Density functional theory data (ωB97M-V with the def2-TZVPD basis set) for C9H9NO5SeY as an isolated structure.

Each line ends with the Mulliken charge.
Element x y z (Å)
1 Y 0.9746 -0.0918 -1.7036  1.20
2 O 3.3115 3.0203 0.6481  -0.43
3 C 2.4058 2.0899 0.6050  0.79
4 O 1.6352 1.9323 -0.3352  -0.58
5 C 2.3505 1.2435 1.8726  -0.48
6 O 1.9210 -0.0790 1.6507  -0.37
7 C 2.9243 -1.0375 1.3133  -0.43
8 C 2.7266 -1.1314 -0.1970  0.82
9 O 3.1767 -0.1960 -0.9030  -0.64
10 O 1.8497 -1.9174 -0.6309  -0.58
11 H 3.3490 3.5797 -0.1510  0.39
12 H 3.3226 1.2826 2.3766  0.33
13 H 1.5891 1.6893 2.5274  0.31
14 H 3.9287 -0.7036 1.5820  0.42
15 H 2.6531 -1.9728 1.8064  0.34
16 Se -0.6946 -0.2882 0.3194  0.03
17 C -2.4666 -0.5553 -0.5227  0.02
18 C -3.1540 0.5188 -1.0720  -0.18
19 C -4.4104 0.2735 -1.6122  -0.36
20 N -4.9526 -0.9257 -1.6240  -0.52
21 C -4.3068 -1.9420 -1.0967  -0.33
22 C -3.0484 -1.8138 -0.5164  -0.31
23 H -2.7354 1.5161 -1.0668  0.42
24 H -4.9946 1.0702 -2.0516  0.36
25 H -4.8129 -2.8962 -1.1323  0.37
26 H -2.5432 -2.6648 -0.0849  0.41

Output
- Kohn-Sham gap: 6.691 eV
- Total charge: +1
- Energy relative to the best compared isomer or geometry (same formula, charge and spin): 33.8 kcal per mole



[9]
Density functional theory data (ωB97M-V with the def2-TZVPD basis set) for one molecule with the formula C2H8OP4S.

Each line ends with the Mulliken charge.
Element x y z (Å)
1 C -0.3833 0.1834 -0.5975  0.40
2 C -1.4711 -0.6964 -1.1706  -0.67
3 O 0.7632 -0.2983 -0.4421  -0.51
4 P -0.7707 1.7264 0.2215  -0.09
5 P 3.2443 0.4719 1.0567  -0.12
6 P 0.5909 1.0094 2.3986  -0.13
7 P 1.6675 -0.6564 1.8618  0.09
8 S -2.2952 -1.5596 0.1977  -0.18
9 H -1.0336 -1.2387 -1.9732  0.37
10 H -2.3030 -0.1465 -1.4002  0.36
11 H -1.7148 2.0647 -0.7856  0.07
12 H 0.3479 2.3412 -0.3793  0.11
13 H 4.3007 -0.3052 1.4879  0.06
14 H 3.1381 -0.5026 -0.0413  0.06
15 H -0.5952 0.5608 2.9978  0.07
16 H -1.1792 -2.1887 0.6274  0.14

Output
- Kohn-Sham gap: 7.360 eV
- SMILES string: O=C(CS)[PH2]=[PH]=P#[PH2]
- Total charge: 0
- Energy relative to the best compared isomer or geometry (same formula, charge and spin): 22.1 kcal per mole



[10]
Density functional theory data (ωB97M-V with the def2-TZVPD basis set) for a 2-piece molecular cluster, C3H5N3O overall.

Each line ends with the Mulliken charge.
Element x y z (Å)
1 C 1.6805 0.1934 -0.6569  0.27
2 C -0.6753 0.3297 -0.7747  0.40
3 C 0.6049 -0.5350 -0.3089  0.41
4 N 2.6337 0.5188 -1.1434  -0.37
5 N -0.4891 1.5095 -0.4247  -0.50
6 N 0.4045 -1.6747 0.2091  -0.56
7 O -1.7825 -0.2408 -1.2464  -0.53
8 H -0.9727 -0.4953 2.4035  -0.24
9 H -1.0574 -0.8096 3.0966  0.24
10 H -1.1294 2.2308 -0.4051  0.23
11 H -1.6095 -1.3166 -1.4108  0.40
12 H 1.1386 -2.1099 0.7683  0.26

Output
- Kohn-Sham gap: 10.215 eV
- SMILES string: [H]/N=C(O)/C(C#N)=N/[H].[H][H]
- Total charge: 0
- Energy relative to the best compared isomer or geometry (same formula, charge and spin): 97.3 kcal per mole



[11]
Density functional theory data (ωB97M-V with the def2-TZVPD basis set) for a 13-piece molecular cluster, C4H33NO12 overall.

Each line ends with the Mulliken charge.
Element x y z (Å)
1 C -0.3396 1.3934 3.7600  -1.19
2 N -0.5749 0.6270 2.5643  0.54
3 C -0.0278 -0.7440 2.6043  -0.70
4 C 2.2145 -1.8254 3.0735  -1.01
5 C 1.4915 -0.7818 2.5623  -0.24
6 H -1.2267 0.9742 4.4257  0.32
7 H -0.5554 2.4521 3.8245  0.34
8 H 0.7437 1.3353 3.9972  0.33
9 H -0.3978 1.0922 1.7546  -0.09
10 H -0.3924 -1.0431 3.6255  0.49
11 H -0.4541 -1.2046 1.5328  -0.11
12 H 3.1657 -1.9282 2.7822  0.33
13 H 1.8917 -2.7143 3.6565  0.31
14 H 2.0260 -0.1101 2.0068  0.46
15 H 0.3359 3.8910 2.3559  0.31
16 H -0.0425 2.9868 1.1734  0.22
17 O 0.0965 3.8207 1.4400  -0.56
18 H -3.5537 1.2940 -2.5751  0.61
19 H -2.3412 1.5955 -1.8759  0.20
20 O -2.6317 1.6163 -2.7061  -0.55
21 H -3.3868 -3.1972 -1.9635  0.49
22 H -2.4453 -2.0825 -2.6575  0.37
23 O -2.4311 -2.9218 -2.1611  -0.89
24 H 2.7030 1.0532 -1.5397  0.32
25 H 2.9579 1.5155 -3.0573  0.36
26 O 3.0939 0.8637 -2.4006  -0.84
27 H -1.7161 -3.4031 -0.3595  0.02
28 H -1.2036 -3.1853 1.2733  0.09
29 O -1.0069 -3.0121 0.3291  0.32
30 H -2.7383 0.6414 1.3539  0.17
31 H -2.9428 2.0876 1.0075  0.34
32 O -2.9623 1.2086 0.5882  -0.53
33 H -0.8474 1.8811 -0.8870  0.06
34 H -0.1200 0.6865 -0.4392  0.42
35 O -0.1900 1.7001 -0.2658  -1.31
36 H 0.6062 -0.6327 -1.8930  0.43
37 H 0.1474 -1.5935 -0.6045  0.26
38 O 0.2750 -0.6305 -0.9494  -0.73
39 H -2.1367 0.1065 -3.5156  0.38
40 H -1.1586 -0.9451 -4.1623  0.28
41 O -2.0568 -0.8039 -3.7887  -0.83
42 H 0.8091 -2.7501 -1.6992  0.31
43 H 0.7682 -3.8494 -0.5203  0.23
44 O 1.3060 -3.3211 -1.1132  -0.72
45 H 3.3838 3.9392 0.1291  0.30
46 H 2.4618 4.0183 -0.8770  0.29
47 O 3.2917 3.7382 -0.7903  -0.62
48 H 2.1946 -2.0058 -3.1386  0.30
49 H 2.2972 -0.5684 -2.7707  0.38
50 O 1.6194 -1.2647 -3.1097  -0.68

Output
- Kohn-Sham gap (spin up / spin down): 2.054 / 8.599 eV
- Total charge: -1
- Spin multiplicity: 2
- Energy relative to the best compared isomer or geometry (same formula, charge and spin): 38.5 kcal per mole



[12]
Density functional theory data (ωB97M-V with the def2-TZVPD basis set) for C31H20BrF5N4O3RuSTe as an isolated structure.

Each line ends with the Mulliken charge.
Element x y z (Å)
1 Ru 0.6181 -0.1728 -0.7006  0.37
2 C -3.7428 -3.4042 1.3981  -0.64
3 C -3.2940 -4.2032 0.3512  -0.56
4 C -2.2791 -3.7655 -0.4798  -0.61
5 C -1.7157 -2.5090 -0.2688  -0.19
6 C -2.1457 -1.7173 0.7852  0.87
7 C -3.1639 -2.1642 1.6162  -1.05
8 N -0.6481 -1.9962 -1.0719  1.17
9 N -0.2142 -2.7863 -1.9281  -1.13
10 C 0.9211 -2.3139 -2.6114  -0.12
11 C 1.3762 -3.0893 -3.6722  -0.14
12 C 2.4851 -2.6695 -4.3850  -0.65
13 C 3.1157 -1.4848 -4.0230  -0.82
14 C 2.6587 -0.7274 -2.9499  -0.42
15 C 1.5596 -1.1342 -2.2026  0.99
16 H -4.5346 -3.7567 2.0474  0.39
17 H -3.7356 -5.1785 0.1880  0.38
18 H -1.9122 -4.3778 -1.2906  0.45
19 H -1.6540 -0.7724 0.9728  0.27
20 H -3.4906 -1.5405 2.4378  0.43
21 H 0.8477 -4.0002 -3.9247  0.45
22 H 2.8526 -3.2529 -5.2196  0.36
23 H 3.9756 -1.1425 -4.5871  0.40
24 H 3.1560 0.2029 -2.7088  0.43
25 Br -1.9281 1.4023 3.2798  -0.06
26 C -0.4755 0.2226 3.6667  0.16
27 C -0.1606 0.0002 4.9979  -0.86
28 C 0.8766 -0.8868 5.2540  -0.36
29 C 1.5200 -1.4956 4.1890  -0.78
30 C 1.1148 -1.1821 2.8968  0.72
31 N 0.1282 -0.3215 2.6447  0.41
32 C 1.8085 -1.8717 1.7278  -0.40
33 O 2.6044 -2.7669 1.9917  -0.79
34 O 1.4948 -1.4771 0.5685  -0.27
35 H -0.7089 0.4966 5.7845  0.43
36 H 1.1689 -1.1025 6.2741  0.40
37 H 2.3222 -2.2056 4.3134  0.53
38 S -0.3342 4.0421 1.0619  -0.53
39 C -1.8981 3.4121 0.6533  1.87
40 C -3.1334 4.0460 0.7061  -0.56
41 C -4.2433 3.3470 0.2706  -0.65
42 C -4.1168 2.0461 -0.2262  -0.97
43 C -2.8901 1.4147 -0.2717  -0.78
44 C -1.7691 2.0951 0.1999  -2.06
45 N -0.4706 1.6061 0.2398  2.01
46 C 0.3766 2.5210 0.6161  0.32
47 C 1.7984 2.2479 0.5596  0.35
48 C 2.7545 3.0852 1.1366  -0.78
49 C 4.0871 2.7330 1.0785  -0.79
50 C 4.4403 1.5341 0.4586  -0.91
51 C 3.4827 0.7157 -0.1178  -0.24
52 C 2.1224 1.0564 -0.1164  0.25
53 H -3.2210 5.0639 1.0635  0.43
54 H -5.2162 3.8210 0.2931  0.39
55 H -4.9931 1.5297 -0.5964  0.44
56 H -2.7786 0.4278 -0.6964  0.51
57 H 2.4508 3.9972 1.6407  0.38
58 H 4.8438 3.3668 1.5232  0.38
59 H 5.4820 1.2336 0.4333  0.42
60 H 3.7932 -0.2227 -0.5602  0.62
61 F 0.4015 0.7365 -4.7646  -0.44
62 Te -0.2000 1.9291 -3.4619  2.01
63 F -0.6920 3.3880 -2.3892  -0.42
64 F -1.9666 1.8639 -4.0636  -0.41
65 F 0.0374 3.1930 -4.8133  -0.38
66 F 1.5702 2.2848 -2.9780  -0.44
67 O -0.5191 0.6289 -2.2406  -0.72

Output
- Kohn-Sham gap (spin up / spin down): 7.273 / 6.890 eV
- Total charge: -1
- Spin multiplicity: 2
- Energy relative to the best compared isomer or geometry (same formula, charge and spin): 12.9 kcal per mole



no.,molecular weight (g/mol)
1,115.07
2,107.15
3,93.13
4,144.20
5,89.14
6,138.53
7,157.22
8,379.04
9,204.05
10,99.09
11,287.30
12,932.16